{"formula": "CF3O3S", "method": "wB97M-V/def2-TZVPD", "charge": -1, "energy_ev": -26169.9424, "lumo_energy_ev": 3.85, "gap_ev": 9.551, "e_above_lowest_kj_mol": 0.00, "species": ["C", "O", "O", "O", "F", "F", "F", "S"], "coordinates": [[-0.0717, 0.7612, -0.8605], [-0.0403, -0.5358, 2.4426], [0.8769, -2.3094, 1.0630], [0.7334, 0.1768, -0.1302], [-0.6400, 1.9218, -0.3676], [-1.1991, 0.0366, -1.2388], [0.4281, 1.1790, -2.0772], [-0.0873, -1.2303, 1.1687]]}